Record 1
Here is a molecular structure, C27H46BrCaNOP2S at a distorted geometry from the Open Molecules 2025 dataset. Energies are from ωB97M-V with the def2-TZVPD basis set.

Structure (XYZ):
```
80
Properties=species:S:1:pos:R:3:forces:R:3
N 0.37064 -0.36539 -7.11737 0.0165 0.1901 -0.2281
C 1.42614 -0.94982 -6.55018 -0.3274 -0.3317 0.4992
C 1.36870 -1.55762 -5.28666 -0.4593 0.3597 -0.2853
C 0.15106 -1.51620 -4.56375 0.9809 0.7719 -0.3784
C -0.94142 -0.87054 -5.18487 0.2281 -0.0327 -0.0267
C -0.79014 -0.32524 -6.46548 0.4718 -0.4056 0.5948
C -0.00728 -2.19697 -3.26557 -1.3251 -0.1139 -0.3734
Ca 0.68261 -2.94647 -1.12947 1.2894 0.0944 0.7377
P -0.06856 -3.60111 2.55443 -0.5208 -0.4715 2.7680
C -1.00349 -1.86138 -2.30200 -0.6916 1.8234 -1.4232
C -1.09183 -0.60807 -1.55179 0.0288 -1.2936 -0.7605
C -2.20483 -0.33062 -0.70567 -0.3341 -0.0488 0.3829
C -2.24201 0.75078 0.12308 0.0112 0.3162 0.2660
C -1.06665 1.60651 0.33197 -1.0925 0.1282 -1.4252
C -0.09359 1.46754 -0.74162 0.5365 0.0910 -0.0792
C -0.06892 0.37136 -1.57608 0.5028 0.7231 0.2932
Br -0.15087 0.76152 2.19161 0.3230 -0.2191 0.4928
H 0.38002 -3.25812 -3.30504 -0.9394 0.3463 -0.5232
H -1.87857 -2.52855 -2.20801 0.6536 -0.3998 0.9614
H 2.25945 -2.04777 -4.89536 -0.2308 0.0728 0.0376
H -1.91912 -0.82732 -4.71228 0.1904 -0.0662 0.0529
H 2.34970 -0.95158 -7.13786 -0.3041 -0.0212 0.2469
H -1.63533 0.13762 -6.97862 0.2564 -0.0983 0.1427
H -3.02819 -1.05058 -0.69464 0.0723 0.3955 -0.0608
H 0.78377 0.21790 -2.24843 -0.3879 0.2335 0.1594
H -3.10830 0.93363 0.75834 0.1544 -0.2535 -0.1484
H 0.72977 2.19521 -0.78324 -0.3559 -0.3749 -0.0446
P -1.30746 3.30535 1.09497 0.4611 -0.4642 0.0693
C 0.64634 -4.25325 1.05028 0.4003 0.1805 -1.3234
C 1.31220 -5.63184 1.09684 -0.0549 -0.2916 0.0041
H 1.45492 -3.51559 0.77824 -0.5527 -0.5704 0.0338
H -0.23048 -4.29465 0.35725 0.4169 -0.1578 0.0312
H 1.97943 -5.73823 0.22856 -0.0992 -0.1591 0.2258
H 1.91473 -5.76465 2.00576 -0.2050 0.1052 -0.2426
H 0.56458 -6.43704 1.05210 0.2557 0.2852 0.1476
C -1.56388 -2.57529 2.20522 0.3371 0.1126 -0.7170
C -2.40822 -2.37737 3.47534 -0.1097 -0.0917 0.0551
H -2.14953 -3.12677 1.45188 0.0262 0.1931 0.1092
H -1.24616 -1.59952 1.80352 -0.4125 -0.3494 -0.0922
H -3.43745 -2.11282 3.20028 0.2426 -0.0283 0.0713
H -2.44709 -3.29581 4.07777 -0.0010 0.2447 -0.1833
H -2.02440 -1.56937 4.11028 0.0682 -0.1963 -0.1670
C 1.21121 -2.36287 3.03591 -0.0581 0.4186 -0.2304
C 1.75586 -2.64760 4.43613 0.2369 0.1308 0.2707
H 0.74392 -1.35481 2.96518 0.4244 -0.8076 0.2195
H 2.03410 -2.38396 2.28918 -0.2925 0.1403 0.3755
H 2.16303 -1.73034 4.87507 -0.0144 -0.1924 0.0146
H 0.97944 -3.04074 5.10970 0.2382 0.2067 -0.2459
H 2.56710 -3.38581 4.40050 -0.2380 0.0944 0.0478
C 0.37344 3.83581 1.57906 0.4093 -0.4250 -0.1015
C 0.39767 4.58164 2.90320 0.0461 0.1701 0.4079
H 0.81768 4.42803 0.76799 -0.2848 -0.1414 0.2495
H 0.98197 2.91935 1.66721 -0.3637 0.4592 -0.0700
H -0.02935 5.58905 2.80961 0.0651 -0.2478 0.1266
H -0.16457 4.01411 3.65903 0.3071 0.2862 -0.0895
H 1.43438 4.67833 3.25655 -0.3675 0.0419 -0.1194
C -2.52648 3.19711 2.46129 0.3974 -0.2646 0.4800
C -3.97770 3.39624 1.99154 -0.1021 0.1324 -0.2308
H -2.24845 3.97460 3.20288 -0.1273 -0.3750 -0.4499
H -2.37729 2.22639 2.97729 -0.0446 0.5210 -0.3926
H -4.20870 4.46800 1.92923 -0.0217 -0.3453 -0.0917
H -4.15857 2.94366 0.99996 -0.0797 0.1648 0.4962
H -4.67587 2.95540 2.71519 0.2588 0.0829 -0.2303
C -1.95902 4.57017 -0.02638 -0.4881 -0.1402 -0.1995
C -0.96274 5.20502 -0.98899 0.0121 0.1393 -0.3955
H -2.42325 5.33988 0.61967 0.2086 -0.3933 -0.1552
H -2.77845 4.08557 -0.58617 0.1727 0.3053 0.2034
H -0.75913 4.53885 -1.83623 0.0461 0.1748 0.1847
H -1.39411 6.13390 -1.38139 0.0979 -0.2805 -0.0051
H -0.01743 5.47415 -0.51256 -0.2192 0.0409 -0.1443
C 3.23868 0.61655 -0.23066 0.1753 0.3196 0.0091
S 3.70282 -1.10772 -0.33790 -0.7559 0.0204 -0.9360
C 4.85655 -1.00245 -1.71815 0.1512 0.1700 0.1000
O 2.43449 -1.70462 -1.00788 0.6230 -0.1213 0.4805
H 3.09990 0.98543 -1.25839 0.0126 -0.0683 0.4085
H 4.03559 1.16849 0.28403 -0.1523 -0.1075 -0.1516
H 2.30069 0.69178 0.33913 0.3526 -0.2071 -0.0877
H 5.82807 -0.70426 -1.30868 -0.1303 -0.0294 -0.1127
H 4.94449 -1.99329 -2.17873 -0.0715 0.2062 0.2454
H 4.49978 -0.26090 -2.44617 0.0557 -0.3070 0.2193
```
Positions in Å, forces in eV/Å.

Results
HOMO-LUMO gap (alpha / beta), eV: 5.2 / 5.2
F_max, eV/Å: 2.9
Total charge: +2

***

Record 2
Here is a molecular structure, C27H46BrNP2ReS at a distorted geometry from the Open Molecules 2025 dataset. Energies are from ωB97M-V with the def2-TZVPD basis set.

Structure (XYZ):
```
79
Properties=species:S:1:pos:R:3:forces:R:3
N -5.30279 2.93010 -3.74382 -0.0842 0.1211 0.1201
C -5.48917 3.31287 -2.48398 0.1049 -0.1187 -0.0083
C -4.83265 2.71452 -1.40460 0.0387 -0.2188 0.3380
C -3.90006 1.67901 -1.68372 0.6723 -1.4980 0.0653
C -3.85641 1.16471 -3.01060 -0.0192 0.7658 -0.7123
C -4.53513 1.87434 -4.00984 0.3732 -0.8206 0.2957
C -2.78783 1.34087 -0.76338 -1.9331 2.6175 -2.6279
Re -1.05611 0.33767 0.43748 -1.6907 -0.6985 6.8468
P 4.12472 -0.62493 0.23347 -1.1624 1.0223 -0.3935
C -1.46401 1.17892 -1.30946 -0.7625 1.1739 -2.0090
C -0.46124 2.00397 -0.62589 -0.2020 1.0703 -1.1810
C 0.69563 1.25110 -0.29874 2.8214 0.9786 -1.0053
C 1.60626 1.89216 0.62789 -0.6341 -0.5215 -0.8684
C 1.31157 3.09054 1.25263 -0.5392 -0.8175 0.3089
C 0.11897 3.77958 0.92306 -0.1627 -0.1205 -0.0403
C -0.79182 3.21326 0.03581 0.4047 -0.2074 0.3786
Br 2.26892 3.50612 2.80099 0.2299 0.4315 -0.2223
H -2.93625 1.69160 0.28474 0.0043 0.0079 -0.5778
H -1.24508 0.87857 -2.32641 -0.5177 -0.0018 -0.0085
H -5.03130 3.08062 -0.40061 0.2100 -0.0427 -0.0638
H -3.27986 0.27816 -3.30187 -0.1104 0.4679 0.2552
H -6.18369 4.13850 -2.34088 0.1344 -0.1327 0.1374
H -4.44432 1.58327 -5.06280 -0.1284 0.0589 0.4224
H 1.09957 0.52721 -1.02889 -0.0336 0.5806 0.4461
H -1.77993 3.63957 -0.14606 0.4342 0.2355 0.0141
H 2.54488 1.39392 0.79500 -0.2017 0.3973 0.1754
H -0.10024 4.71044 1.43449 -0.0490 0.0661 -0.1104
P -1.22836 -1.77161 -0.25790 -0.5704 -3.4088 -2.2135
C 4.73803 1.12312 0.36922 0.5487 0.1456 0.2598
C 6.27174 1.29215 0.36834 0.3149 -0.1233 -0.1058
H 4.36709 1.55410 1.31756 0.0283 -0.4018 -0.2351
H 4.30056 1.69243 -0.47063 0.0878 -0.3419 0.1760
H 6.52461 2.34384 0.55758 -0.1688 -0.2847 -0.0834
H 6.75304 0.69035 1.14844 -0.1687 0.1351 -0.1518
H 6.70384 1.01308 -0.59687 -0.0551 0.0386 0.1482
C 3.27156 -0.96605 -1.34770 0.4718 -0.0215 -0.2793
C 4.06895 -2.08813 -2.03828 0.1329 -0.2595 -0.2819
H 3.26511 -0.04486 -1.95143 0.1092 -0.2459 0.0996
H 2.22972 -1.28115 -1.16467 0.4673 0.1527 0.1781
H 3.64289 -2.33642 -3.01438 0.0706 0.0843 0.1430
H 5.11056 -1.77822 -2.18857 -0.2272 -0.1212 -0.0703
H 4.07552 -3.00129 -1.42877 -0.0027 0.1828 -0.1459
C 2.91720 -1.01443 1.53932 0.3436 -0.3619 0.2201
C 3.65038 -1.64538 2.73006 0.1466 -0.1490 0.4774
H 2.12656 -1.67794 1.14652 0.4664 0.1887 -0.1029
H 2.44864 -0.06863 1.81879 0.2049 -0.2326 0.0093
H 2.98807 -2.31440 3.29115 0.1969 0.1370 -0.0973
H 4.51087 -2.23031 2.37699 -0.2715 -0.0001 0.3260
H 4.01956 -0.87766 3.42172 -0.0008 -0.2135 -0.1821
C -0.96011 -2.94264 1.15220 0.2623 0.7629 0.4191
C -1.37186 -4.35643 0.77201 -0.1044 -0.2985 -0.1446
H -1.53917 -2.57943 2.01756 0.0538 -0.1055 -0.2316
H 0.09785 -2.87664 1.45503 -0.2141 -0.0689 -0.2015
H -2.45705 -4.43898 0.67618 0.1668 -0.0949 0.0898
H -0.91522 -4.67723 -0.16613 -0.0183 -0.0680 0.1621
H -1.04241 -5.04597 1.55129 -0.0859 0.0423 -0.0279
C -0.33835 -2.47920 -1.72061 0.3575 0.0663 0.5528
C -0.40146 -1.62238 -2.97626 0.0418 0.1924 -0.3214
H -0.75840 -3.47855 -1.91167 0.0629 0.3130 0.1270
H 0.70977 -2.62970 -1.41716 -0.2719 -0.1021 -0.0470
H -1.40816 -1.57568 -3.40310 0.1259 -0.0728 0.0430
H -0.06832 -0.59519 -2.80076 0.1244 -0.1625 -0.0066
H 0.25978 -2.03364 -3.74641 -0.2077 -0.0188 0.1142
C -3.00427 -2.00921 -0.73266 0.7393 0.0277 -0.2235
C -3.94304 -1.31828 0.23369 -0.5883 -0.1329 0.1251
H -3.20914 -3.08422 -0.80344 0.0622 0.2371 -0.0782
H -3.09293 -1.59704 -1.74772 -0.0055 -0.1153 0.1939
H -4.81091 -0.92743 -0.30450 -0.0280 -0.0852 0.2520
H -4.28748 -1.98186 1.03343 0.0513 0.1500 -0.1052
H -3.48836 -0.44843 0.73480 0.0616 0.1233 0.1960
C -1.41412 2.17260 3.43680 -0.0464 0.1354 -0.3419
S -1.31920 0.42657 2.84222 0.4218 0.5060 0.9118
C 0.26108 -0.06008 3.57804 0.3643 -0.5781 -0.0038
H -0.46946 2.66694 3.16624 -0.4504 -0.1836 0.1049
H -1.52252 2.16764 4.52954 -0.1763 -0.1918 -0.3435
H -2.27669 2.64732 2.94482 0.3057 -0.1268 0.3445
H 0.97933 -0.04395 2.75879 -0.0318 -0.0007 0.4928
H 0.57251 0.62431 4.37500 -0.2903 -0.1325 -0.1509
H 0.16958 -1.08249 3.96229 -0.0041 0.2869 0.0349
```
Positions in Å, forces in eV/Å.

Results
HOMO-LUMO gap (alpha / beta), eV: 5.7 / 5.0
F_max, eV/Å: 7.1
<S²>: 3.798
Spin multiplicity: 4
Total charge: +4